Entry 1:
Molecular formula: C5H15NO2
Method: DFT, the ωB97M-V functional and the def2-TZVPD basis

CARTESIAN COORDINATES (ANGSTROEM)
N 0.21023 -1.24405 2.57817
C -0.41321 -1.39765 1.26257
C 0.49567 -1.18500 0.08514
C 0.80654 0.35412 -0.19756
C 1.16981 0.59458 -1.66665
C 0.02589 1.07210 -2.54340
O 0.09342 2.46033 -2.89814
H 0.43128 -2.12575 3.01231
H 0.95672 -0.55789 2.60849
H -0.93977 -2.34151 1.30813
H -1.23827 -0.68326 1.16641
H 1.48141 -1.65007 0.17315
H 0.04380 -1.50696 -0.83842
H -0.03593 0.87435 0.25026
H 1.63855 0.60279 0.44157
H 2.01503 1.26225 -1.69474
H 1.55934 -0.35840 -2.03888
H 0.05230 0.56203 -3.49565
H -0.95171 0.88616 -2.10585
H 0.35204 2.99700 -2.13481
O -2.78582 0.77393 2.32302
H -3.11922 -0.00454 1.86818
H -1.84811 0.61546 2.53670

Atoms 1-2, force components in eV/Å:
N -0.459 0.524 -0.091
C -0.156 0.234 0.768

The LUMO energy is 0.84 eV. As for the energy: -11012.521 eV. For the molar mass, the calculation gives 121.18 g/mol. The calculation puts the HOMO energy at -9.4 eV. For the energy above the lowest of the compared OMol25 structures with the same formula, charge and spin, the calculation gives 137.5 kJ/mol. The maximum force comes out at 2.01 eV Å⁻¹. As for the SMILES: NCCCCCO.O.

Entry 2:
Molecular formula: C5H15NO2
Method: DFT, the ωB97M-V functional and the def2-TZVPD basis

CARTESIAN COORDINATES (ANGSTROEM)
C 0.13097 -1.50809 -1.62611
C 0.69745 -0.09836 -1.37214
C -0.34804 0.77864 -0.69252
C -1.05594 1.77694 -1.55504
C -0.62570 0.53436 0.57052
N -1.58427 1.26167 1.35539
H 0.69679 -2.09684 -2.34938
H -0.02754 -2.00063 -0.67822
H -0.88599 -1.37969 -2.00069
H 1.54373 -0.21580 -0.68313
H 1.11092 0.35789 -2.27067
H -1.21761 1.36377 -2.55986
H -0.44442 2.67003 -1.67541
H -2.06124 2.00506 -1.18187
H -0.03633 -0.12668 1.19822
H -1.31734 1.12130 2.33381
H -1.40132 2.25806 1.25472
O 1.47202 1.49362 2.71495
H 1.67940 0.54866 2.63519
H 2.13410 1.80625 3.35825
O 0.90380 -3.54259 1.17769
H 0.11674 -3.59087 1.74438
H 0.51982 -3.41667 0.30190

Atoms 1-2, force components in eV/Å:
C -0.638 0.877 -0.612
C 0.316 -0.401 0.896

The LUMO energy is 0.59 eV. As for the energy: -11012.629 eV. For the molar mass, the calculation gives 121.18 g/mol. The calculation puts the HOMO energy at -8.0 eV. For the energy above the lowest of the compared OMol25 structures with the same formula, charge and spin, the calculation gives 127.1 kJ/mol. The maximum force comes out at 1.69 eV Å⁻¹. As for the SMILES: CC/C(C)=C/N.O.O.

Entry 3:
Molecular formula: C5H15NO2
Method: DFT, the ωB97M-V functional and the def2-TZVPD basis

CARTESIAN COORDINATES (ANGSTROEM)
C 0.44642 -1.04792 -1.55833
C 0.31692 0.14602 -0.65755
C 0.94925 1.43518 -1.12330
C -0.34624 0.14445 0.50461
C -0.76531 1.30221 1.35402
N -0.92169 -1.11880 0.93931
H 0.89785 -0.76552 -2.50979
H 1.11604 -1.77597 -1.08232
H -0.49609 -1.51932 -1.83877
H 0.94591 1.44636 -2.21767
H 0.37605 2.32102 -0.83803
H 1.97396 1.65161 -0.80540
H -0.93597 2.14287 0.67324
H -0.10520 1.67202 2.13811
H -1.76197 1.10336 1.75602
H -0.28573 -1.85236 0.65315
H -1.12084 -1.13486 1.92824
O -2.86304 -1.36120 -1.00832
H -3.56991 -0.72778 -0.83972
H -2.26452 -1.18468 -0.23083
O 3.04067 -0.51612 1.80539
H 3.26119 -0.03965 0.99836
H 2.11226 -0.32092 1.95956

Atoms 1-2, force components in eV/Å:
C 0.474 -0.157 0.088
C 0.061 1.325 0.331

The LUMO energy is 0.61 eV. As for the energy: -11013.018 eV. For the molar mass, the calculation gives 121.18 g/mol. The calculation puts the HOMO energy at -8.4 eV. For the energy above the lowest of the compared OMol25 structures with the same formula, charge and spin, the calculation gives 89.5 kJ/mol. The maximum force comes out at 1.60 eV Å⁻¹. As for the SMILES: CC(C)=C(C)N.O.O.

Entry 4:
Molecular formula: C5H15NO2
Method: DFT, the ωB97M-V functional and the def2-TZVPD basis

CARTESIAN COORDINATES (ANGSTROEM)
C 0.78781 0.87255 1.84793
N 0.73299 1.63260 0.44277
C 1.56371 0.92468 -0.48365
C 1.40418 -0.53348 -0.66616
C 0.20066 -0.81644 -1.70526
C -1.20489 -0.40612 -1.08381
O -1.61986 0.90129 -1.32545
H -0.09373 0.33251 1.92533
H 1.54822 0.12910 1.86704
H 1.15639 1.70745 2.38949
H -0.25968 1.79344 0.23663
H 2.72409 1.21301 -0.24716
H 1.20648 1.23628 -1.45158
H 1.25841 -1.13682 0.25174
H 2.41559 -1.02863 -1.04839
H 0.34683 -0.32636 -2.64993
H 0.16772 -1.90305 -1.80288
H -1.46040 -0.75057 0.02606
H -1.84871 -1.04718 -1.83484
H -2.59438 0.97134 -1.10192
O -1.42904 -1.91904 2.38383
H -1.36224 -2.66199 1.76559
H -0.45311 -2.06190 2.65400

Atoms 1-2, force components in eV/Å:
C 1.350 2.509 -3.557
N 0.006 -1.591 3.039

The LUMO energy is 0.50 eV. As for the energy: -11010.313 eV. For the molar mass, the calculation gives 121.18 g/mol. The calculation puts the HOMO energy at -8.3 eV. For the energy above the lowest of the compared OMol25 structures with the same formula, charge and spin, the calculation gives 350.5 kJ/mol. The maximum force comes out at 4.56 eV Å⁻¹. As for the SMILES: CNCCCCO.O.

Entry 5:
Molecular formula: C5H15NO2
Method: DFT, the ωB97M-V functional and the def2-TZVPD basis

CARTESIAN COORDINATES (ANGSTROEM)
C -0.20203 -0.53340 1.70651
C 0.02304 1.80750 1.38811
C -1.13619 -1.67549 1.87654
O -0.76244 0.67239 1.67176
H 0.81330 -0.58836 2.10035
H 0.44287 -0.41422 0.00123
H 0.30596 1.94857 0.16453
H -0.54867 2.68990 1.65559
H 0.97881 1.78557 1.91746
H -1.48658 -1.75537 2.91237
H -0.64689 -2.61284 1.60662
H -2.01301 -1.55230 1.24022
C -0.94747 -0.10961 -1.49754
C 1.36659 -0.79928 -1.82586
N 0.41863 -0.07597 -0.99484
O 0.72839 2.21260 -1.45179
H 1.69312 2.20317 -1.44731
H 2.35271 -0.77072 -1.36299
H -1.30212 -1.13597 -1.67635
H -0.97338 0.46562 -2.42269
H -1.60266 0.37952 -0.77942
H 1.41462 -0.29355 -2.79062
H 1.08341 -1.84775 -1.99188

Atoms 1-2, force components in eV/Å:
C 0.432 -0.459 0.349
C 1.246 0.957 -3.071

The LUMO energy (alpha / beta) is 0.82 / -0.82 eV. As for the energy: -11007.827 eV. For the molar mass, the calculation gives 121.18 g/mol. The calculation puts the HOMO energy (alpha / beta) at -9.1 / -6.9 eV. For the energy above the lowest of the compared OMol25 structures with the same formula, charge and spin, the calculation gives 590.5 kJ/mol. The maximum force comes out at 3.57 eV Å⁻¹.

Entry 6:
Molecular formula: C5H15NO2
Method: DFT, the ωB97M-V functional and the def2-TZVPD basis

CARTESIAN COORDINATES (ANGSTROEM)
C -0.31853 2.31293 0.90251
N 1.04965 1.81902 0.91317
C 1.20506 0.44439 1.34193
C 1.49372 -0.64024 0.29887
C 0.35926 -0.87161 -0.69742
C -0.61939 -1.96720 -0.26449
O 0.92482 -1.20581 -1.97512
H -0.62771 2.59008 1.91100
H -1.05338 1.57442 0.55766
H -0.42828 3.21608 0.30152
H 1.52350 2.01711 0.06161
H 0.34955 0.15632 1.96082
H 2.08381 0.38985 2.00401
H 2.36630 -0.30410 -0.26978
H 1.80846 -1.55252 0.80833
H -0.09801 0.11414 -0.86830
H -0.75130 -1.89287 0.82215
H -1.60113 -1.88166 -0.71495
H -0.10151 -2.90659 -0.45112
H 0.32327 -1.72283 -2.48976
O -3.21443 0.06031 -0.42527
H -2.76914 0.80020 -0.88755
H -2.50923 -0.29390 0.12315

Atoms 1-2, force components in eV/Å:
C -0.114 0.021 0.217
N -0.733 -0.013 0.207

The LUMO energy is 0.75 eV. As for the energy: -11012.662 eV. For the molar mass, the calculation gives 121.18 g/mol. The calculation puts the HOMO energy at -8.8 eV. For the energy above the lowest of the compared OMol25 structures with the same formula, charge and spin, the calculation gives 123.9 kJ/mol. The maximum force comes out at 1.37 eV Å⁻¹. As for the SMILES: CNCC[C@H](C)O.O.

Entry 7:
Molecular formula: C5H15NO2
Method: DFT, the ωB97M-V functional and the def2-TZVPD basis

CARTESIAN COORDINATES (ANGSTROEM)
C 2.29904 1.15578 -0.00012
C 1.68220 0.02482 0.84944
C 1.04292 -0.98799 -0.01977
C -0.03620 -0.81183 -0.80516
C -0.36688 -1.81756 -1.89032
N -0.80500 0.35695 -0.88532
H 2.17688 0.96724 -1.06653
H 3.33887 1.37725 0.26378
H 1.77415 2.09149 0.11293
H 2.38911 -0.49319 1.51387
H 1.04854 0.46905 1.63783
H 1.59654 -1.87503 -0.31950
H -1.28268 -1.54254 -2.40760
H -0.51835 -2.78203 -1.38845
H 0.45189 -1.93944 -2.60749
H -0.64174 0.98612 -1.65397
H -0.95798 0.82454 -0.01526
O -0.82302 2.99085 1.23249
H -1.68721 2.86609 1.62476
H -0.23215 3.23506 1.97779
O -2.23360 -1.57520 0.90674
H -3.20309 -1.73393 0.95677
H -1.92831 -2.13217 1.61551

Atoms 1-2, force components in eV/Å:
C 0.273 0.297 0.194
C 0.255 0.338 1.057

The LUMO energy is 0.60 eV. As for the energy: -11012.269 eV. For the molar mass, the calculation gives 121.18 g/mol. The calculation puts the HOMO energy at -7.5 eV. For the energy above the lowest of the compared OMol25 structures with the same formula, charge and spin, the calculation gives 161.8 kJ/mol. The maximum force comes out at 1.76 eV Å⁻¹. As for the SMILES: CC/C=C(/C)N.O.O.

Entry 8:
Molecular formula: C5H15NO2
Method: DFT, the ωB97M-V functional and the def2-TZVPD basis

CARTESIAN COORDINATES (ANGSTROEM)
C 1.60832 -2.89041 -2.59669
C 0.54381 -2.10510 -1.86635
C 0.88200 -0.89205 -1.24724
C 1.82246 0.01901 -2.11487
N 0.29346 -0.26585 -0.22594
C 1.22672 0.20071 0.88757
H 1.24181 -3.94934 -2.66292
H 1.79045 -2.53919 -3.56701
H 2.58192 -2.99890 -2.09260
H -0.40214 -2.60283 -1.57606
H 2.86381 -0.24959 -1.83241
H 1.67852 1.08807 -1.88699
H 1.56842 -0.18345 -3.03030
H -0.46730 -0.61131 0.15864
H 1.27687 1.35965 0.96609
H 1.14910 -0.21446 1.89824
H 2.22812 -0.07508 0.49868
O -3.16884 1.33406 2.88289
H -2.96657 1.32697 3.85544
H -3.36728 2.34412 2.81895
O -4.30912 4.32982 3.74624
H -3.61506 4.23048 3.08675
H -4.45948 3.34463 3.89990

Atoms 1-2, force components in eV/Å:
C -0.976 -1.646 0.792
C 0.366 1.858 2.673

The LUMO energy is 0.28 eV. As for the energy: -11010.244 eV. For the molar mass, the calculation gives 121.18 g/mol. The calculation puts the HOMO energy at -7.3 eV. For the energy above the lowest of the compared OMol25 structures with the same formula, charge and spin, the calculation gives 357.2 kJ/mol. The maximum force comes out at 7.14 eV Å⁻¹. As for the SMILES: C/C=C(\C)NC.O.O.